ORCA calculation (the ωB97M-V functional and the def2-TZVPD basis) on a structure of composition C7H15N.

```
23
Properties=species:S:1:pos:R:3:forces:R:3
C -0.7403 0.4988 -1.0175 0.08 1.66 0.18
C 0.9704 -0.2376 0.5071 -0.77 0.61 0.22
C -0.3528 0.1322 0.3711 0.99 -1.96 -0.59
C -1.4268 -0.4701 -1.9267 0.10 -0.18 -0.06
C 1.4128 -1.1950 1.5792 -0.04 0.01 0.11
C 2.0913 0.5172 -0.1442 0.02 -0.11 -0.23
C -1.4387 -0.5957 1.1434 0.15 0.08 -0.03
N -0.5118 1.7359 -1.3083 -0.21 -0.62 -0.81
H -0.5404 1.8664 0.8719 -0.23 1.17 -0.68
H -0.8086 2.1026 -2.2078 -0.03 -0.27 -0.15
H -0.5438 2.2877 -0.1183 0.17 -0.59 1.80
H -0.9086 -0.5248 -2.8866 -0.03 0.05 0.05
H -2.4542 -0.1483 -2.1200 0.05 -0.02 0.05
H -1.4344 -1.4712 -1.4992 -0.05 0.03 0.02
H 1.6198 -0.6655 2.5191 -0.02 -0.02 -0.04
H 2.4949 1.2550 0.5631 -0.05 -0.06 0.03
H 2.9133 -0.1510 -0.4183 -0.03 0.05 0.03
H 0.6743 -1.9677 1.7920 -0.03 0.04 0.02
H 2.3401 -1.6975 1.2955 -0.02 0.05 -0.04
H 1.7841 1.0771 -1.0255 0.02 -0.04 0.03
H -2.4098 -0.1338 0.9668 0.01 0.06 0.11
H -1.2179 -0.5670 2.2089 -0.10 0.08 0.01
H -1.5131 -1.6476 0.8541 0.03 0.00 -0.02
```
Forces are in eV/Å.

The calculation puts the HOMO-LUMO gap at 7.82 eV. As for the lowest unoccupied orbital energy: 0.9 eV. Its charge is 0. The value obtained for the energy above the lowest of the compared OMol25 structures with the same formula, charge and spin is 3.904 eV. Its spin multiplicity is 1. As for the HOMO energy: -6.91 eV.

***

ORCA calculation (the ωB97M-V functional and the def2-TZVPD basis) on an isolated molecule of C5H6O.

```
12
Properties=species:S:1:pos:R:3:forces:R:3
O 1.5204 2.0235 -0.9880 -0.16 0.28 -0.01
C -0.0001 -0.5196 0.3078 0.22 0.18 -0.11
C -1.1053 -1.2597 -0.3110 -0.05 -0.15 -0.14
C -1.3092 -0.4448 0.9680 -0.09 0.03 0.21
C 1.1623 0.0173 0.1190 -0.26 0.17 -0.16
C 2.0017 0.9132 -0.3359 0.12 -0.31 0.22
H 0.5695 2.0464 -0.7998 0.27 0.11 -0.25
H -1.4813 -0.8767 -1.2578 -0.02 -0.09 0.19
H -1.1295 -2.3412 -0.2151 0.00 0.12 0.04
H -1.8213 0.5142 0.8962 0.05 -0.21 0.05
H -1.4888 -0.9851 1.8919 0.03 -0.02 -0.12
H 3.0816 0.9124 -0.2754 -0.09 -0.11 0.09
```
Forces are in eV/Å.

The calculation puts the HOMO-LUMO gap at 9.25 eV. As for the lowest unoccupied orbital energy: 0.8 eV. Its charge is 0. The value obtained for the energy above the lowest of the compared OMol25 structures with the same formula, charge and spin is 3.113 eV. Its spin multiplicity is 1. As for the HOMO energy: -8.45 eV.